[1]
{
  "formula": "C3H10N2O",
  "method": "ωB97M-V/def2-TZVPD",
  "species": ["C", "C", "N", "C", "N", "H", "H", "H", "H", "H", "H", "H", "H", "H", "H", "O"],
  "positions_angstrom": [[-1.01251, 2.82300, 0.75602], [-1.87369, 1.46764, 0.80654], [-0.31674, -0.80820, 0.32971], [-1.28265, -0.40389, -0.54145], [-1.79917, 0.78633, -0.42514], [-0.36729, 2.78463, -0.17306], [-0.19829, 2.81009, 1.46339], [-1.64116, 3.70394, 0.71351], [-2.86025, 1.89095, 0.88403], [-1.63438, 0.83829, 1.69495], [0.14428, -0.20535, 0.99444], [-0.05483, -1.78028, 0.42946], [-1.49310, -1.09649, -1.35454], [4.94612, -4.90637, -2.41068], [4.43499, -3.57467, -1.51510], [5.00866, -4.32962, -1.65206]],
  "nbo_charge": [-0.593, -0.318, -0.672, 0.326, -0.119, 0.233, 0.243, 0.252, 0.303, 0.214, 0.429, 0.442, 0.261, 0.495, 0.481, -0.976],
  "homo_lumo_gap_ha": [0.33648, 0.19682],
  "spin_multiplicity": 2,
  "charge": 1,
  "e_tot_ev": -8291.20984,
  "e_homo_ev": [-13.46, -13.46],
  "s2": 0.7593,
  "largest_force_ev_per_a": 2.9,
  "relative_energy_kcal_mol": 55.8
}


[2]
{
  "formula": "C3H10N2O2",
  "method": "ωB97M-V/def2-TZVPD",
  "species": ["O", "C", "C", "N", "C", "N", "H", "H", "H", "H", "H", "H", "H", "H", "H", "H", "O"],
  "positions_angstrom": [[-2.41553, -1.76304, -0.13993], [-2.19796, -0.61483, -0.43453], [-0.99442, 0.20733, -0.01975], [0.20337, -0.20146, -0.76875], [0.69830, -0.29591, -2.14638], [1.72387, -1.33516, -2.09499], [-2.92126, -0.15832, -1.14462], [-0.77718, -0.01767, 1.01646], [-1.14454, 1.22896, -0.36106], [0.54551, -1.01061, -0.27462], [-0.08028, -0.68475, -2.80309], [1.13418, 0.66902, -2.40694], [2.52188, -1.21229, -2.70715], [2.13060, -1.38456, -1.16818], [0.17505, 2.05589, 5.85012], [1.10691, 2.49554, 4.70649], [0.29149, 2.02186, 4.89694]],
  "nbo_charge": [-0.514, 0.420, -0.309, -0.649, -0.032, -0.842, 0.094, 0.231, 0.199, 0.356, 0.166, 0.163, 0.365, 0.352, 0.470, 0.470, -0.940],
  "homo_lumo_gap_ha": 0.34525,
  "e_tot_ev": -10346.47065,
  "e_homo_ev": -8.53,
  "smiles": "NCNCC=O.O",
  "largest_force_ev_per_a": 2.6,
  "relative_energy_kcal_mol": 69.6
}


[3]
{
  "formula": "C3H10N2O2",
  "method": "ωB97M-V/def2-TZVPD",
  "species": ["C", "N", "C", "N", "O", "C", "H", "H", "H", "H", "H", "H", "H", "H", "H", "H", "O"],
  "positions_angstrom": [[-0.06151, 1.08272, 0.99287], [0.49944, 0.02420, 0.06485], [-0.18130, -0.36225, -1.09497], [-1.42301, -0.93393, -0.72546], [0.13704, -0.18329, -2.24311], [0.29992, 2.47637, 0.50365], [-1.11770, 0.85870, 0.83724], [0.20801, 0.79898, 2.00216], [1.48954, 0.21473, -0.07985], [-1.97877, -1.05681, -1.56097], [-1.43945, -1.77779, -0.19988], [0.62523, 3.13339, 1.30684], [1.08878, 2.43515, -0.24365], [-0.56034, 2.90744, -0.00682], [0.70862, -3.42163, -0.63677], [0.69546, -2.75378, 0.83630], [1.01003, -3.44220, 0.24758]],
  "nbo_charge": [-0.218, -0.676, 0.782, -0.876, -0.598, -0.640, 0.219, 0.199, 0.380, 0.384, 0.387, 0.217, 0.218, 0.219, 0.478, 0.484, -0.960],
  "homo_lumo_gap_ha": 0.38587,
  "e_tot_ev": -10348.50928,
  "e_homo_ev": -9.76,
  "smiles": "CCNC(N)=O.O",
  "largest_force_ev_per_a": 2.6,
  "relative_energy_kcal_mol": 22.6
}